The following is a quantum chemistry calculation of a structure of composition C38H42BN5O3SSiV at a distorted geometry, from OMol25.

Computed properties:
energy: -3629.4283 Ha
2S+1: 4
HOMO level (alpha / beta): -6.7 / -9.0 eV

Atoms and positions in Å:
V1 -1.0770 0.5438 -0.0216
C1 0.7191 2.6997 2.7779
C2 -0.4562 3.6726 2.7189
N1 -1.6110 3.0784 2.0808
C3 -2.4485 3.9750 1.3138
C4 -1.9890 4.2077 -0.1505
S1 -0.8212 3.0411 -0.9135
C5 0.7658 3.7017 -0.3049
C6 1.6291 2.7214 0.4833
N2 0.9262 1.9765 1.5270
H1 0.5207 1.9609 3.5575
H2 1.6172 3.2541 3.0878
H3 -0.1738 4.5659 2.1608
H4 -0.6613 4.0203 3.7402
H5 -2.1633 2.5253 2.7202
H6 -2.5300 4.9642 1.7840
H7 -3.4516 3.5628 1.2960
H8 -1.5152 5.1824 -0.2675
H9 -2.8617 4.2099 -0.8033
H10 0.5172 4.5788 0.2865
H11 1.3321 4.0541 -1.1677
H12 2.4724 3.2948 0.8963
H13 2.0400 1.9880 -0.2039
H14 1.4923 1.1569 1.7146
O1 -0.4032 -1.2420 7.3150
C7 -1.3069 -1.9285 6.5787
O2 -2.0490 -2.6960 7.1220
C8 -1.3243 -1.6852 5.1028
C9 -0.4005 -0.8966 4.4214
C10 -0.4859 -0.7378 3.0518
C11 -1.4938 -1.3609 2.3166
C12 -2.4364 -2.1326 3.0027
C13 -2.3407 -2.2944 4.3710
N3 -1.5322 -1.1548 0.9295
C14 -2.1152 -2.0777 0.1494
C15 -2.2984 -1.7621 -1.2181
C16 -2.9237 -2.6021 -2.1532
C17 -3.0998 -2.1546 -3.4381
C18 -2.6364 -0.8849 -3.7990
C19 -2.0198 -0.1145 -2.8389
N4 -1.8583 -0.5325 -1.5810
H15 0.0997 -0.6341 6.7634
H16 0.4228 -0.4061 4.9311
H17 0.2408 -0.1386 2.5218
H18 -3.2680 -2.5793 2.4757
H19 -3.0680 -2.8900 4.9055
H20 -2.4080 -3.0464 0.5328
H21 -3.2653 -3.5802 -1.8431
H22 -3.5886 -2.7839 -4.1704
H23 -2.7567 -0.5037 -4.8026
H24 -1.6421 0.8767 -3.0627
B1 -5.6280 1.7152 0.0091
C20 -4.0957 1.4073 0.1200
N5 -2.9649 1.1883 0.2398
H25 -6.1631 0.7095 -0.3968
H26 -5.7336 2.6367 -0.7742
H27 -5.9974 2.0225 1.1216
O3 0.6580 0.2624 -0.7430
Si1 1.7387 -0.6849 -1.4724
C21 1.1664 -2.4460 -1.8052
C22 1.1981 -3.3923 -0.7754
C23 0.7731 -4.6972 -0.9805
C24 0.3216 -5.0883 -2.2341
C25 0.2889 -4.1680 -3.2718
C26 0.7015 -2.8604 -3.0544
C27 3.2089 -0.8086 -0.2986
C28 4.5324 -0.9201 -0.7282
C29 5.5770 -1.0410 0.1783
C30 5.3185 -1.0580 1.5423
C31 4.0101 -0.9585 1.9937
C32 2.9733 -0.8338 1.0787
C33 2.2436 0.0795 -3.1075
C34 3.0945 -0.5959 -3.9888
C35 3.4852 -0.0253 -5.1916
C36 3.0207 1.2349 -5.5447
C37 2.1596 1.9140 -4.6953
C38 1.7789 1.3377 -3.4903
H28 1.5737 -3.1085 0.2025
H29 0.8108 -5.4134 -0.1686
H30 0.0031 -6.1097 -2.4032
H31 -0.0604 -4.4684 -4.2525
H32 0.6761 -2.1552 -3.8785
H33 4.7604 -0.8977 -1.7881
H34 6.5960 -1.1202 -0.1795
H35 6.1331 -1.1521 2.2491
H36 3.7974 -0.9872 3.0559
H37 1.9489 -0.7884 1.4365
H38 3.4452 -1.5932 -3.7424
H39 4.1458 -0.5659 -5.8579
H40 3.3217 1.6807 -6.4842
H41 1.7800 2.8897 -4.9734
H42 1.0877 1.8664 -2.8433